1.
The following is a DFT calculation (the ωB97M-V functional and the def2-TZVPD basis) of C3H3O2Ru as an isolated structure.

Each line ends with the Mulliken spin population.
Cartesian coordinates (Å):
H 1.19 0.06 2.80  0.2139
O -0.79 -1.17 -0.86  0.0045
O 0.54 2.03 -0.88  0.0899
C -0.87 0.18 -0.44  -0.0200
C -0.93 -0.90 0.60  0.2249
C 0.48 0.88 -0.42  0.3093
H -1.76 0.72 -0.80  0.0207
H -1.98 -1.10 0.90  0.0005
Ru 1.20 -0.67 1.10  5.1562

As for the expectation value of S²: 12.01. The value obtained for the molar mass is 172.1 g mol⁻¹. The value obtained for the HOMO energy (alpha / beta) is -0.04696 / -0.16342 Ha. As for the energy relative to the best compared isomer or geometry (same formula, charge and spin): 1.2 kcal per mole. The value obtained for the total energy is -361.18857 Ha. As for the spin multiplicity: 7. The frontier orbital gap (alpha / beta) comes out at 5.4818 / 7.2790 eV. The total charge is -1. The LUMO energy (alpha / beta) comes out at 0.154 / 0.104 Ha.

2.
The following is a DFT calculation (the ωB97M-V functional and the def2-TZVPD basis) of C3H3O2Sn as an isolated structure.

Each line ends with the Mulliken charge.
Cartesian coordinates (Å):
C -3.33 0.61 -0.11  -0.5039
C -2.18 1.30 0.02  -0.4204
H -3.35 -0.46 -0.35  0.2184
H -2.32 2.36 0.30  0.3281
H -4.32 1.08 0.01  0.2483
O 0.99 -0.60 0.25  -0.2294
C 1.95 -1.26 0.29  0.7703
O 2.98 -1.76 0.20  -0.1747
Sn -0.38 0.60 -0.43  0.7633

The value obtained for the molar mass is 189.8 g mol⁻¹. The value obtained for the HOMO energy is -0.47582 Ha. As for the energy relative to the best compared isomer or geometry (same formula, charge and spin): 7.8 kcal per mole. The value obtained for the total energy is -480.50441 Ha. As for the spin multiplicity: 1. The frontier orbital gap comes out at 7.1564 eV. The total charge is +1. The LUMO energy comes out at -0.213 Ha.

3.
The following is a DFT calculation (the ωB97M-V functional and the def2-TZVPD basis) of C3H3O2Tl as an isolated structure.

Each line ends with the Mulliken charge.
Cartesian coordinates (Å):
C 1.48 -0.59 -0.78  0.1081
C 0.44 0.45 -0.50  -0.3935
H 1.04 -1.32 -1.49  0.3115
H -0.16 0.42 -1.44  0.3333
H 0.74 1.46 -0.17  0.4022
O 0.37 -1.39 0.70  -0.3672
C -0.28 -0.34 0.58  0.8690
Tl -2.54 1.18 1.67  1.0645
O -1.09 0.14 1.43  -0.3278

The value obtained for the molar mass is 275.4 g mol⁻¹. The value obtained for the HOMO energy (alpha / beta) is -0.77050 / -0.76656 Ha. As for the energy relative to the best compared isomer or geometry (same formula, charge and spin): 59.5 kcal per mole. The value obtained for the total energy is -438.06705 Ha. As for the spin multiplicity: 1. The frontier orbital gap (alpha / beta) comes out at 9.6765 / 6.5262 eV. The total charge is +2. The LUMO energy (alpha / beta) comes out at -0.415 / -0.527 Ha.

4.
The following is a DFT calculation (the ωB97M-V functional and the def2-TZVPD basis) of a 2-piece molecular cluster, C3H3O3S overall.

Each line ends with the Mulliken charge.
Cartesian coordinates (Å):
C -0.90 1.12 2.36  0.6439
C -1.11 -0.16 -0.24  -0.4567
C 0.95 -0.89 -1.20  -0.7046
O -2.02 0.89 2.27  -0.2464
O 0.20 1.46 2.62  -0.4444
O -0.13 -1.03 -0.37  -0.0185
S -1.01 1.36 -0.95  -0.5141
H 1.05 -1.74 -1.93  0.2151
H 2.03 -0.93 -0.76  0.1926
H 0.93 -0.09 -1.81  0.3329

The value obtained for the molar mass is 119.1 g mol⁻¹. The value obtained for the HOMO energy is -0.07444 Ha. As for the energy relative to the best compared isomer or geometry (same formula, charge and spin): 49.4 kcal per mole. The value obtained for the total energy is -739.99658 Ha. As for the spin multiplicity: 1. The frontier orbital gap comes out at 5.7056 eV. The total charge is -1. The LUMO energy comes out at 0.135 Ha.

5.
The following is a DFT calculation (the ωB97M-V functional and the def2-TZVPD basis) of an isolated ion of composition C3H3O3S and charge -1.

Each line ends with the Mulliken charge.
Cartesian coordinates (Å):
C 1.36 0.29 0.30  0.1931
C 2.55 0.00 0.71  -0.7362
C 0.23 0.02 -0.58  -0.4020
O -1.78 -1.36 0.33  -0.6984
O -2.37 0.32 -1.16  -0.7291
O -1.55 0.94 1.10  -0.6921
S -1.41 0.01 -0.03  1.1736
H 2.36 0.11 1.72  0.2929
H 0.32 -0.97 -0.82  0.2915
H 0.29 0.64 -1.58  0.3068

The value obtained for the molar mass is 119.1 g mol⁻¹. The value obtained for the HOMO energy is -0.17410 Ha. As for the energy relative to the best compared isomer or geometry (same formula, charge and spin): 85.2 kcal per mole. The value obtained for the total energy is -739.93939 Ha. As for the spin multiplicity: 1. The frontier orbital gap comes out at 8.0646 eV. The total charge is -1. The LUMO energy comes out at 0.122 Ha.

6.
The following is a DFT calculation (the ωB97M-V functional and the def2-TZVPD basis) of an isolated ion of composition C3H3O3S and charge -1.

Each line ends with the Mulliken charge.
Cartesian coordinates (Å):
C -0.36 0.39 -1.75  -0.4845
C -1.28 -0.26 -0.27  0.2690
C 0.19 -0.30 -0.35  -0.5533
O -2.12 0.13 0.62  -0.3699
O -4.30 -0.71 -0.76  -0.5331
O -4.71 0.58 1.27  -0.5335
S -3.95 0.48 0.03  0.6080
H -0.52 1.52 -1.47  0.0411
H 0.60 -1.18 -0.72  0.2840
H 0.78 0.10 0.46  0.2722

The value obtained for the molar mass is 119.1 g mol⁻¹. The value obtained for the HOMO energy is -0.14371 Ha. As for the energy relative to the best compared isomer or geometry (same formula, charge and spin): 124.7 kcal per mole. The value obtained for the total energy is -739.87650 Ha. As for the spin multiplicity: 1. The frontier orbital gap comes out at 7.7112 eV. The total charge is -1. The LUMO energy comes out at 0.140 Ha.

7.
The following is a DFT calculation (the ωB97M-V functional and the def2-TZVPD basis) of a 2-piece molecular cluster, C3H3O3S overall.

Each line ends with the Mulliken charge.
Cartesian coordinates (Å):
C 2.38 -0.11 -0.85  0.5920
C -0.08 0.42 0.75  -0.0909
C 0.88 -0.27 -0.11  0.3576
O 2.73 -1.06 -1.48  -0.5354
O 2.71 0.94 -0.34  -0.5098
O 0.86 -0.60 1.16  -0.2328
S -3.67 -0.71 -0.63  -0.8362
H 0.10 1.43 1.08  0.2268
H -1.18 0.10 0.67  0.1154
H -4.74 -0.14 -0.25  -0.0866

The value obtained for the molar mass is 119.1 g mol⁻¹. The value obtained for the HOMO energy is -0.11060 Ha. As for the energy relative to the best compared isomer or geometry (same formula, charge and spin): 82.0 kcal per mole. The value obtained for the total energy is -739.94454 Ha. As for the spin multiplicity: 1. The frontier orbital gap comes out at 4.8151 eV. The total charge is -1. The LUMO energy comes out at 0.066 Ha.

8.
The following is a DFT calculation (the ωB97M-V functional and the def2-TZVPD basis) of an isolated ion of composition C3H3O3S and charge -1.

Each line ends with the Mulliken charge.
Cartesian coordinates (Å):
C 0.03 -0.53 1.14  0.3715
C -0.30 -0.40 -1.38  -0.4766
C 0.27 0.18 -0.17  0.7645
O 0.41 0.14 2.10  -0.7163
O -0.67 -1.56 1.15  -0.7329
O 1.13 -0.35 -1.19  -0.4446
S 0.27 1.99 0.07  -0.4642
H -0.79 -1.30 -1.05  0.2319
H -0.82 0.24 -2.10  0.2138
H 0.47 1.60 1.41  0.2527

The value obtained for the molar mass is 119.1 g mol⁻¹. The value obtained for the HOMO energy is -0.17522 Ha. As for the energy relative to the best compared isomer or geometry (same formula, charge and spin): 21.6 kcal per mole. The value obtained for the total energy is -740.04081 Ha. As for the spin multiplicity: 1. The frontier orbital gap comes out at 8.3188 eV. The total charge is -1. The LUMO energy comes out at 0.130 Ha.

9.
The following is a DFT calculation (the ωB97M-V functional and the def2-TZVPD basis) of C3H3O3Sc as an isolated structure.

Each line ends with the Mulliken spin population.
Cartesian coordinates (Å):
H -3.88 -0.03 -1.45  0.0005
O -6.23 -1.40 -2.74  -0.0017
C -5.50 -0.86 -3.54  -0.0232
O -4.54 -0.01 -3.38  -0.0200
O -5.61 -1.10 -4.89  0.0118
Sc -4.41 0.75 -5.41  1.0334
H -6.24 -1.82 -5.12  -0.0005
C -3.44 0.01 -0.27  -0.0001
C -3.30 0.08 0.97  -0.0003
H -2.31 -0.33 -0.04  0.0000

As for the expectation value of S²: 0.75. The value obtained for the molar mass is 132.0 g mol⁻¹. The value obtained for the HOMO energy (alpha / beta) is -0.45993 / -0.45993 Ha. As for the energy relative to the best compared isomer or geometry (same formula, charge and spin): 64.3 kcal per mole. The value obtained for the total energy is -1102.11774 Ha. As for the spin multiplicity: 2. The frontier orbital gap (alpha / beta) comes out at 5.7270 / 5.6447 eV. The total charge is +1. The LUMO energy (alpha / beta) comes out at -0.249 / -0.252 Ha.

10.
The following is a DFT calculation (the ωB97M-V functional and the def2-TZVPD basis) of C3H3O3Tm as an isolated structure.

Each line ends with the Mulliken spin population.
Cartesian coordinates (Å):
O -0.24 1.23 -0.16  -0.0924
Tm 1.89 1.12 3.27  1.0078
O 0.29 0.29 1.76  0.1116
C -0.18 0.23 0.64  0.1911
O -0.24 -0.99 -0.08  0.0459
C 0.22 -2.09 0.49  0.9309
H -0.13 -2.88 -0.21  0.1113
C -0.40 1.02 -1.57  0.6373
H -0.71 0.09 -2.05  0.0277
H -0.48 1.97 -2.09  0.0287

As for the expectation value of S²: 3.78. The value obtained for the molar mass is 256.0 g mol⁻¹. The value obtained for the HOMO energy (alpha / beta) is -0.76242 / -0.81490 Ha. As for the energy relative to the best compared isomer or geometry (same formula, charge and spin): 57.0 kcal per mole. The value obtained for the total energy is -1425.55918 Ha. As for the spin multiplicity: 4. The frontier orbital gap (alpha / beta) comes out at 5.3994 / 6.2183 eV. The total charge is +3. The LUMO energy (alpha / beta) comes out at -0.564 / -0.586 Ha.